i) Formula: C2HBrIN
Source: OMol25
Level of theory: ωB97M-V/def2-TZVPD

Each line ends with the Mulliken charge.
CARTESIAN COORDINATES (ANGSTROEM)
C 0.504 0.172 0.976  0.4524
C 0.098 0.348 -0.386  -0.9030
N 0.735 0.096 2.088  -0.2666
Br -0.348 -2.217 -0.762  -0.1707
I -1.730 1.316 -0.761  0.2783
H 0.739 0.284 -1.153  0.6097

Calculated values
Net charge = 0
Highest occupied orbital energy (alpha / beta) = -10.058 / -10.202 eV

ii) Formula: C2HBrIN
Source: OMol25
Level of theory: ωB97M-V/def2-TZVPD

Each line ends with the Mulliken charge.
CARTESIAN COORDINATES (ANGSTROEM)
C -0.601 -0.476 -1.031  0.5118
C -0.058 -1.374 -0.127  -0.2986
N -0.506 0.459 -1.665  -0.2796
Br -0.855 -2.562 1.043  0.0700
I 1.081 2.797 0.743  -0.0645
H 0.939 1.157 1.038  0.0609

Calculated values
Net charge = 0
Highest occupied orbital energy (alpha / beta) = -9.742 / -9.685 eV

Relative energies, unit hartree: i) 0.0000; ii) 0.0771

i) Formula: C4H10OS2
Source: OMol25
Level of theory: ωB97M-V/def2-TZVPD

Each line ends with the Mulliken charge.
CARTESIAN COORDINATES (ANGSTROEM)
C 1.564 0.325 0.079  0.0856
C 2.047 -0.357 -1.036  -0.9526
O 3.732 -1.731 0.893  -0.6590
C 1.876 1.617 0.454  -0.6293
S -2.077 -0.416 0.315  -0.2885
S -3.663 -0.594 -0.962  -0.0043
C -5.001 0.249 -0.049  -0.7696
H 2.251 2.339 -0.264  0.2906
H 0.827 -0.209 0.661  0.3698
H 1.867 -1.389 -1.282  0.3906
H 2.783 0.246 -1.567  0.3314
H 3.324 -1.075 0.308  0.3925
H 4.494 -2.139 0.484  0.3137
H 1.447 1.915 1.405  0.2665
H -4.784 1.318 -0.108  0.2928
H -4.711 0.024 0.987  0.2625
H -5.977 -0.122 -0.315  0.3075

Calculated values
Net charge = 0
Highest occupied orbital energy = -6.379 eV

ii) Formula: C4H10OS2
Source: OMol25
Level of theory: ωB97M-V/def2-TZVPD

Each line ends with the Mulliken charge.
CARTESIAN COORDINATES (ANGSTROEM)
C 1.076 -1.008 2.590  -0.8814
S 1.114 0.858 2.422  -0.0807
S 0.821 1.762 0.676  -0.0513
C -0.820 1.405 -0.305  -0.8313
C -0.690 0.792 -1.674  -0.2488
C 0.028 -0.527 -1.660  -0.4399
O -0.793 -1.706 -1.426  -0.5014
H 0.580 -1.486 1.837  0.2204
H 2.049 -1.380 2.727  0.3407
H 0.681 -1.380 3.483  0.3900
H -1.437 0.951 0.400  0.4562
H -1.246 2.389 -0.461  0.3411
H 0.071 1.521 -2.214  0.2081
H -1.650 0.620 -2.218  0.2751
H 0.336 -0.801 -2.736  0.2715
H 0.970 -0.532 -0.961  0.2216
H -1.091 -1.477 -0.480  0.3098

Calculated values
Net charge = 0
SMILES = CSSCCCO
Highest occupied orbital energy = -8.248 eV

Relative energies, unit hartree: i) 0.1154; ii) 0.0000

i) Formula: C17H26N4O3S
Source: OMol25
Level of theory: ωB97M-V/def2-TZVPD

Each line ends with the Mulliken charge.
CARTESIAN COORDINATES (ANGSTROEM)
O -2.383 -0.536 1.877  -0.7434
C -2.328 -0.970 0.655  0.0545
N -3.459 -1.361 0.085  -0.1335
H -3.591 -1.735 -0.890  0.3365
C -4.859 -1.601 0.665  -0.9729
C -5.767 -0.321 0.454  0.7398
N -6.878 -0.607 -0.164  -0.5133
C -7.549 0.562 -0.851  -0.3671
C -7.283 1.886 -0.523  -0.4316
C -6.059 2.074 0.322  -0.4474
C -5.381 1.255 0.776  -0.9614
H -4.540 1.299 1.251  0.7943
H -5.805 2.952 0.477  0.6433
H -7.843 2.749 -0.739  0.3964
H -8.407 0.267 -1.447  0.3698
H -4.716 -1.392 2.008  0.2509
H -5.403 -2.503 0.660  0.3800
C -1.298 -1.079 -0.172  1.0008
C -0.142 -1.909 0.265  -0.4450
C 0.977 -1.999 -0.426  -1.1294
N 1.548 -0.738 -0.797  0.3352
S 2.463 -0.114 0.690  1.1467
O 1.893 0.756 1.518  -0.5660
O 3.192 -1.314 1.224  -0.7095
N 3.570 0.938 -0.626  -0.2153
C 4.288 1.884 0.317  -0.9421
C 5.439 1.212 1.113  -0.1067
C 6.452 0.873 0.140  -0.6941
C 5.642 -0.494 -0.412  -0.7917
C 4.505 -0.004 -1.181  -0.7551
H 3.909 -0.692 -1.702  0.5085
H 4.718 0.677 -2.202  0.4068
H 6.426 -0.894 -1.219  0.3358
H 5.396 -1.324 0.197  0.3998
H 7.249 0.287 0.733  0.3053
H 6.806 1.632 -0.537  0.3728
H 5.922 2.258 1.435  0.2574
H 5.098 0.709 2.144  0.1553
H 3.430 2.323 1.008  0.3576
H 4.375 2.745 -0.319  0.4754
C 0.753 0.200 -1.018  -0.9130
C -0.740 0.427 -0.098  -2.0704
H -0.442 0.640 0.701  1.1289
H -1.337 0.938 -0.753  0.4892
H 0.322 0.102 -2.292  0.3164
H 1.369 1.159 -1.159  0.4350
H 0.849 -2.539 -1.500  0.3916
H 1.906 -2.823 -0.054  0.2552
H 0.051 -1.599 1.231  0.3603
H -0.811 -2.951 0.438  0.2364
H -1.529 -1.306 -1.305  0.2730

Calculated values
Net charge = 0
Highest occupied orbital energy = -8.950 eV

ii) Formula: C17H26N4O3S
Source: OMol25
Level of theory: ωB97M-V/def2-TZVPD

Each line ends with the Mulliken charge.
CARTESIAN COORDINATES (ANGSTROEM)
O -4.234 -0.464 -1.821  -0.7330
C -3.717 -1.106 -0.925  0.4117
C -2.810 -2.313 -1.075  -0.2563
C -2.681 -2.870 0.342  -0.7156
C -3.026 -1.674 1.236  -0.4449
N -3.842 -0.835 0.387  0.1927
C -4.701 0.191 0.924  -0.9546
C -3.944 1.407 1.472  -0.5408
C -3.576 2.432 0.391  -0.8338
N -2.898 1.868 -0.752  -0.0972
C -1.689 1.279 -0.626  0.3256
C -1.113 0.604 -1.726  -0.9249
C 0.100 -0.014 -1.552  -0.1370
C 0.721 0.067 -0.308  -0.1731
S 2.227 -0.811 0.029  1.5637
O 2.645 -1.475 -1.179  -0.7082
O 2.030 -1.624 1.197  -0.7640
N 3.233 0.456 0.468  0.0987
C 3.662 1.269 -0.650  -0.8167
C 4.845 0.658 -1.401  -0.5512
C 5.984 0.368 -0.426  -0.7633
C 5.477 -0.542 0.691  -0.4049
C 4.293 0.119 1.395  -1.0055
C 0.111 0.792 0.696  -0.7106
N -1.059 1.386 0.551  -0.3424
H -1.848 -1.976 -1.465  -0.0434
H -3.233 -3.021 -1.786  0.3911
H -3.401 -3.674 0.498  0.3297
H -1.684 -3.252 0.550  0.3485
H -2.120 -1.138 1.543  0.1580
H -3.582 -1.961 2.132  0.4071
H -5.296 -0.258 1.728  0.4517
H -5.375 0.494 0.118  0.3988
H -3.030 1.074 1.962  0.3127
H -4.568 1.908 2.214  0.4207
H -2.915 3.180 0.837  0.3165
H -4.477 2.926 0.021  0.4296
H -3.485 1.497 -1.489  0.4027
H -1.647 0.561 -2.662  0.3441
H 0.585 -0.570 -2.340  0.6136
H 2.800 1.381 -1.313  0.2645
H 3.929 2.256 -0.256  0.4505
H 4.516 -0.273 -1.864  0.2804
H 5.173 1.344 -2.185  0.3977
H 6.814 -0.107 -0.952  0.3740
H 6.348 1.305 0.004  0.2989
H 5.142 -1.490 0.266  0.2825
H 6.269 -0.744 1.414  0.3865
H 3.854 -0.552 2.134  0.4382
H 4.609 1.044 1.890  0.4005
H 0.582 0.880 1.665  0.4302

Calculated values
Net charge = 0
SMILES = O=C1CCCN1CCCNc1ccc(S(=O)(=O)N2CCCCC2)cn1
Highest occupied orbital energy = -8.333 eV

Relative energies, unit hartree: i) 0.6975; ii) 0.0000